Entry 1:
Below is C27H23N4OS6Sc as an isolated structure, with properties calculated with the ωB97M-V functional and the def2-TZVPD basis.

The geometry in XYZ format:
```
62
Properties=species:S:1:pos:R:3
Sc -0.0448 -0.0211 0.4915
S 0.0483 -0.5422 -1.9456
C 1.4928 -0.1699 -2.9229
C 2.0985 -1.3463 -3.3697
C 3.2162 -1.3506 -4.2009
C 3.6984 -0.1291 -4.6516
C 3.0274 1.0093 -4.3036
C 2.0138 1.0460 -3.3820
S 1.6731 2.7115 -3.0483
C 0.0416 2.8223 -2.2263
C 0.0925 3.0230 -0.7576
C -0.5334 4.0851 -0.2268
C -0.5509 4.2437 1.1587
C 0.1513 3.4275 1.9426
C 0.8370 2.3189 1.3713
C 1.4274 1.2202 2.0477
S -1.3913 -0.5385 2.9681
C -3.0323 -1.0162 2.4588
C -4.0519 -0.8285 3.3661
C -5.3418 -1.2842 3.1177
C -5.5362 -2.0189 1.9765
C -4.5623 -2.2023 1.0268
C -3.2440 -1.6601 1.2371
S -2.0272 -1.8091 0.0362
N 0.6826 2.0275 -0.0035
H 1.6699 -2.2999 -2.9850
H 3.7351 -2.3010 -4.4974
H 4.5155 -0.0555 -5.3270
H 3.3095 1.9723 -4.7162
H -0.4666 1.9225 -2.6204
H -0.5083 3.6853 -2.6042
H -1.0437 4.8084 -0.8535
H -1.0525 5.0555 1.6576
H 0.1935 3.6658 3.0321
H 1.5068 1.1731 3.1154
H 2.3219 0.8141 1.5006
H -3.8267 -0.1970 4.2492
H -6.1718 -1.1631 3.8130
H -6.5049 -2.4471 1.7827
H -4.8081 -2.7082 0.1296
S -0.5836 -2.4058 3.3668
C 0.7999 -2.5945 2.3318
N 1.1002 -1.8876 1.2769
C 2.3267 -2.2597 0.8051
C 3.0332 -1.5393 -0.1552
C 4.2245 -2.0529 -0.5775
C 4.7438 -3.2906 -0.0550
C 4.0765 -3.9284 0.9022
C 2.9038 -3.3790 1.4236
S 1.9313 -3.9257 2.6747
H 2.6214 -0.6164 -0.5235
H 4.7645 -1.5950 -1.3432
H 5.7254 -3.5854 -0.3850
H 4.4094 -4.9131 1.4081
N -3.6629 2.2636 1.0228
C -2.7345 1.5570 0.2708
N -2.8961 1.3284 -1.0541
O -1.7325 1.2183 0.9111
H -4.6154 2.0917 0.8070
H -3.4158 2.3292 1.9988
H -3.7201 1.7053 -1.5221
H -2.3545 0.5364 -1.4209
```

Output
highest occupied orbital energy = -7.21 eV
relative energy (zero: lowest compared OMol25 entry of this formula, charge and spin) = 1.976 eV
molecular weight = 656.87 Da
net charge = 0
2S+1 = 1
gap between HOMO and LUMO = 7.15 eV
lowest unoccupied orbital energy = -0.06 eV


Entry 2:
Below is a 27-piece molecular cluster, C9H70NO27 overall, with properties calculated with the ωB97M-V functional and the def2-TZVPD basis.

The geometry in XYZ format:
```
107
Properties=species:S:1:pos:R:3
C 0.4303 0.0439 -2.3367
C -0.3496 -0.7239 -1.2255
C 0.5098 -2.0310 -1.0606
C 1.7461 -1.9669 -0.1769
C 1.3160 -1.4036 1.1729
C 0.6111 0.0006 1.1085
N -0.5186 -0.0075 0.0946
O -1.3783 1.1414 0.0923
C 1.6487 1.1032 0.9135
C -0.0071 0.2647 2.5410
C -1.7345 -1.1573 -1.7400
H 0.6300 -0.6382 -3.1632
H 1.3086 0.5810 -1.9786
H -0.1385 0.8677 -2.7677
H 0.7818 -2.4450 -2.0315
H -0.1735 -2.7523 -0.6123
H 2.4461 -1.2710 -0.6392
H 2.2153 -2.9486 -0.1121
H 2.1399 -1.2985 1.8788
H 0.7398 -2.1089 1.7718
H 2.3828 1.0224 1.7152
H 1.1939 2.0931 0.8771
H 2.1390 1.0476 -0.0583
H 0.6166 -0.2405 3.2785
H -0.9411 -0.2573 2.7490
H -0.0866 1.3135 2.8271
H -1.6998 -1.6213 -2.7258
H -2.4206 -0.3124 -1.7984
H -2.2167 -1.9242 -1.1338
O -7.8447 -3.3762 -0.3015
H -8.0280 -3.8054 -1.1373
H -7.1324 -3.8890 0.0805
O -3.4998 -3.9576 2.5610
H -3.1403 -3.0992 2.3370
H -3.2106 -4.1116 3.4604
O 6.2305 5.7512 -0.9822
H 5.3238 5.9253 -1.2348
H 6.3982 6.3552 -0.2588
O -7.1734 4.8299 0.1684
H -6.4503 4.4804 -0.3524
H -7.7043 4.0639 0.3865
O -8.2552 1.3712 -3.0642
H -7.9728 0.4677 -3.2063
H -9.0759 1.2924 -2.5779
O -6.8476 2.1305 -7.8566
H -7.6553 2.1010 -8.3695
H -7.1422 2.2123 -6.9495
O 6.1714 -6.8730 -3.2643
H 5.3145 -7.2077 -2.9999
H 5.9766 -6.2145 -3.9311
O -3.6189 4.0126 -3.8503
H -3.9703 3.2835 -4.3614
H -3.2424 3.6009 -3.0725
O -2.7271 -6.6639 -5.0469
H -2.9995 -5.7470 -5.0841
H -2.7398 -6.9552 -5.9586
O 1.4546 -8.5586 -4.5310
H 0.6841 -8.0010 -4.4229
H 1.1117 -9.4515 -4.4936
O -3.0873 -7.8523 -0.0589
H -2.9425 -6.9893 0.3291
H -3.3356 -7.6694 -0.9650
O 8.1516 2.9249 2.1442
H 9.0495 2.9230 1.8126
H 7.6460 3.3723 1.4657
O -1.9542 6.9761 1.5752
H -1.1778 7.3491 1.1577
H -1.8943 6.0373 1.3982
O 6.9340 2.1762 -4.2394
H 7.8579 2.1849 -4.4895
H 6.7981 3.0123 -3.7937
O 4.8935 7.6414 3.7310
H 5.3018 6.8685 4.1211
H 4.7300 8.2258 4.4712
O -4.4078 -1.4297 -9.4213
H -4.7796 -0.6413 -9.0257
H -5.1542 -1.8681 -9.8298
O -0.0650 -1.3466 10.2099
H -0.8797 -1.0897 10.6420
H -0.3309 -2.0057 9.5688
O 6.3136 3.5277 6.5262
H 6.7204 3.4212 5.6663
H 5.8042 2.7271 6.6515
O 2.0332 5.3413 -2.9836
H 1.8539 4.4105 -2.8505
H 1.8565 5.4892 -3.9127
O -6.6587 0.0965 1.7569
H -5.9458 0.6091 1.3757
H -6.9023 -0.5239 1.0698
O 8.7587 -1.9726 2.2692
H 8.1406 -1.2529 2.1412
H 8.3983 -2.4709 3.0026
O 2.0773 8.8701 0.0914
H 2.3380 8.5587 0.9581
H 1.9742 8.0733 -0.4290
O 5.4495 -2.6118 -5.4655
H 5.4681 -1.6570 -5.4010
H 5.0918 -2.7867 -6.3359
O -5.8753 -0.9674 6.1796
H -5.9635 -0.7164 5.2601
H -5.6862 -0.1471 6.6352
O 4.5687 -0.2878 8.4642
H 4.5552 -1.2426 8.3970
H 3.6910 -0.0563 8.7679
O -2.5760 -3.9241 7.3027
H -3.1006 -3.1440 7.1227
H -3.1632 -4.5008 7.7913
```

Output
highest occupied orbital energy = -1.88 eV
relative energy (zero: lowest compared OMol25 entry of this formula, charge and spin) = 9.158 eV
molecular weight = 624.64 Da
net charge = -1
2S+1 = 1
gap between HOMO and LUMO = 3.35 eV
lowest unoccupied orbital energy = 1.48 eV


Entry 3:
Below is a 10-piece molecular cluster, C35H69O31P overall, with properties calculated with the ωB97M-V functional and the def2-TZVPD basis.

The geometry in XYZ format:
```
136
Properties=species:S:1:pos:R:3
C 15.9683 9.9159 25.0085
C 16.2703 8.6500 25.7229
O 17.2831 8.6733 26.6915
P 17.1099 9.4162 28.1356
O 17.0660 10.8918 28.1908
O 15.7617 8.7318 28.6940
C 15.3168 8.8214 29.9960
C 14.6576 10.1894 30.2822
O 18.2537 8.7780 29.0976
C 18.5403 7.4237 29.0946
C 18.6671 6.8134 30.4656
H 15.9801 10.7405 25.7213
H 16.6108 10.1187 24.1517
H 14.9449 9.8630 24.6369
H 15.3419 8.3002 26.1744
H 16.5945 7.8909 25.0111
H 14.5999 8.0396 30.2470
H 16.1101 8.5751 30.7018
H 15.3435 11.0363 30.2671
H 13.8478 10.3427 29.5690
H 14.1235 10.1137 31.2294
H 17.7226 6.9245 28.5747
H 19.3957 7.2289 28.4478
H 19.5661 7.1627 30.9735
H 17.7871 7.0039 31.0800
H 18.5993 5.7292 30.3764
C 20.6952 8.2992 21.9392
C 19.7765 8.3733 23.1383
C 18.5612 7.4794 23.0849
O 18.5866 6.9018 24.3356
C 19.6975 7.1960 25.0113
O 20.0433 6.8167 26.1263
O 20.4923 7.9286 24.2674
H 20.1098 8.4635 21.0345
H 21.0157 7.2574 21.9402
H 21.5807 8.9146 22.0980
H 19.4366 9.3847 23.3612
H 18.6703 6.7357 22.2955
H 17.6263 8.0015 22.8813
C 19.2716 11.5954 25.5707
C 18.2060 12.6875 25.3147
C 17.6195 13.3093 26.5553
O 17.9604 14.6891 26.3923
C 18.6281 14.9823 25.2999
O 19.0930 16.0472 24.9189
O 18.9150 13.7947 24.6969
H 20.0811 12.1927 25.9900
H 19.7006 11.2222 24.6407
H 18.9336 10.8605 26.3013
H 17.4707 12.4269 24.5534
H 18.1218 12.9497 27.4534
H 16.5666 13.0277 26.5436
C 22.1356 18.1716 25.7070
O 23.1275 17.2539 26.2364
C 24.3937 17.6927 26.5444
O 24.7278 18.9211 26.6977
O 25.1942 16.6248 26.6397
C 26.4929 16.8877 27.0568
H 22.5180 18.8245 24.9224
H 21.8744 18.8686 26.5033
H 21.1992 17.6741 25.4543
H 27.0920 16.0083 27.2934
H 26.5325 17.5485 27.9227
H 27.0637 17.4335 26.3055
C 17.9194 12.9136 30.6955
O 16.5749 13.4045 30.6580
C 15.9363 13.6280 31.7633
O 16.4453 13.5803 32.8658
O 14.6182 13.9418 31.5480
C 13.7413 14.2206 32.5959
H 17.8933 11.8262 30.7665
H 18.4545 13.3781 31.5237
H 18.2842 13.2597 29.7285
H 12.7526 14.4752 32.2143
H 14.1621 15.1264 33.0325
H 13.7080 13.3957 33.3077
C 14.2821 13.9698 27.9314
O 12.9726 14.1664 27.4659
C 12.0485 14.6337 28.3009
O 12.2775 15.2610 29.3469
O 10.7997 14.4343 27.7862
C 9.6592 14.6117 28.5714
H 14.6240 13.0508 27.4552
H 14.4095 13.9515 29.0137
H 14.9508 14.7493 27.5663
H 9.4546 13.7450 29.1999
H 8.7300 14.7180 28.0116
H 9.7910 15.4610 29.2418
C 15.9902 16.9864 23.9588
O 16.1724 16.4228 22.7273
C 15.8226 15.1650 22.5723
O 15.1411 14.4893 23.3908
O 16.4825 14.7641 21.4249
C 16.6390 13.3905 21.0197
H 16.1964 16.3389 24.8111
H 14.9541 17.2642 24.1519
H 16.5922 17.8711 24.1661
H 17.2325 12.8954 21.7883
H 17.2686 13.3456 20.1310
H 15.7083 12.8504 20.8461
C 19.6704 11.4712 21.1711
O 19.2155 11.1987 19.8587
C 20.1030 10.7980 18.9189
O 21.2153 10.3362 19.0673
O 19.5268 11.0166 17.7744
C 20.1519 10.6537 16.5878
H 18.9352 11.0003 21.8236
H 19.6252 12.5430 21.3646
H 20.6705 11.0676 21.3289
H 19.5930 11.0825 15.7560
H 20.0843 9.5661 16.5599
H 21.1666 11.0468 16.6507
C 23.5110 9.4882 25.0747
O 23.9029 9.7919 23.6893
C 23.2224 10.7945 23.0930
O 22.1931 11.3986 23.4360
O 23.9140 11.0178 21.9624
C 23.4986 11.8984 20.9317
H 22.8894 8.5995 24.9657
H 22.8386 10.1449 25.6267
H 24.4194 9.3663 25.6647
H 24.3127 12.5473 20.6089
H 22.6753 12.5125 21.2965
H 23.0519 11.4402 20.0493
C 20.3093 10.8012 29.2983
O 20.8778 11.6961 28.3677
C 21.0783 12.9886 28.6097
O 20.8796 13.5549 29.6910
O 21.5253 13.5201 27.4956
C 21.8145 14.9617 27.4838
H 19.2946 11.1967 29.3426
H 20.7885 10.9819 30.2606
H 20.2883 9.7721 28.9397
H 22.7456 15.1769 28.0080
H 20.9658 15.4932 27.9143
H 21.8152 15.1941 26.4189
```

Output
highest occupied orbital energy = -10.36 eV
SMILES = CCOP(=O)(OCC)OCC.C[C@H]1COC(=O)O1.C[C@H]1COC(=O)O1.COC(=O)OC.COC(=O)OC.COC(=O)OC.COC(=O)OC.COC(=O)OC.COC(=O)OC.COC(=O)OC
molecular weight = 1016.88 Da
net charge = 0
2S+1 = 1
gap between HOMO and LUMO = 10.56 eV
lowest unoccupied orbital energy = 0.20 eV


Entry 4:
Below is one molecule with the formula C5H9NO, with properties calculated with the ωB97M-V functional and the def2-TZVPD basis.

The geometry in XYZ format:
```
16
Properties=species:S:1:pos:R:3
C -1.2788 -0.7418 0.2253
C -0.2524 0.3455 -0.0263
C -0.8544 1.7075 -0.1709
C 1.3511 -0.9927 0.9101
N 1.5470 -0.9186 -0.4119
C 0.9175 0.2090 -0.8731
O 1.3576 0.9787 -1.7296
H -2.0969 -0.6182 -0.5003
H -1.7245 -0.6275 1.2210
H -0.8993 -1.7697 0.1850
H -1.4703 2.0105 0.6921
H -1.5013 1.6697 -1.0742
H -0.0720 2.4459 -0.3810
H 1.5258 -0.1680 1.5501
H 1.4687 -1.9437 1.3905
H 1.9822 -1.5866 -1.0069
```

Output
highest occupied orbital energy (spin up / spin down) = -7.67 / -7.68 eV
relative energy (zero: lowest compared OMol25 entry of this formula, charge and spin) = 3.609 eV
molecular weight = 99.13 Da
net charge = 0
2S+1 = 1
gap between HOMO and LUMO (spin up / spin down) = 7.65 / 7.68 eV
lowest unoccupied orbital energy (spin up / spin down) = -0.02 / 0.00 eV